Here is 8 unconnected molecules or ions with the total composition C36H59N10OPSi from the Open Molecules 2025 dataset. Energies are from the ωB97M-V functional and the def2-TZVPD basis.

Output
Maximum force: 0.02027 hartree/bohr
Lowest unoccupied orbital energy: 0.27 eV
SMILES: CCCO[Si@H](CC(N)(N)N)P(C)CC.c1cc[nH]c1.c1cc[nH]c1.c1cc[nH]c1.c1cc[nH]c1.c1cc[nH]c1.c1cc[nH]c1.c1cc[nH]c1
HOMO-LUMO gap: 7.992 eV

Geometry as ORCA input:
```
! RIJCOSX wB97M-V def2-TZVPD def2/J DEFGRID3
* xyz 0 1
H -3.98 -2.80 2.86
H 5.55 1.91 -2.56
H 1.12 -3.94 4.94
H 5.82 1.09 -4.11
H 3.98 2.34 -5.14
H -1.89 2.97 -5.11
C -0.14 -2.32 5.66
C -1.45 -6.22 -1.13
H -6.42 1.97 -2.59
C -4.77 3.34 -2.99
H 3.40 1.54 -3.71
C -2.74 -5.97 -1.66
C 0.95 7.75 -0.75
N 0.02 -8.27 5.17
H 1.06 3.78 -6.53
C -3.72 -1.40 1.14
H -2.86 -9.68 4.60
H -3.65 4.68 -4.18
N 5.06 -3.27 4.18
H 3.10 -2.88 6.75
C 5.51 2.02 -3.64
H -0.82 3.65 -3.31
C -0.71 -4.44 6.14
C -0.81 -9.71 3.70
H -1.80 -1.51 6.69
H 0.98 1.43 -6.25
H -0.70 -5.52 6.20
C 4.46 4.51 -2.01
H 1.40 6.84 -0.42
C 4.07 2.33 -4.06
H -0.38 -5.12 0.49
H 6.18 2.83 -3.93
C -2.33 -0.06 2.29
H 5.29 3.82 -1.82
C -1.84 -9.34 4.61
C -1.30 -8.45 5.50
H 5.56 -3.80 3.49
H 1.11 0.43 -2.49
C -1.64 -3.61 6.70
H -2.52 -3.83 7.28
H -4.17 3.40 -2.09
H -0.26 2.01 -3.08
H 3.86 4.51 -1.10
H -2.44 -3.71 0.55
C -0.01 9.77 -1.01
C 0.32 -9.04 4.08
C 0.17 9.22 -2.25
H 4.12 -0.57 5.73
H 0.30 -1.40 5.32
H 0.49 8.95 1.01
H -0.08 0.12 -0.13
H -5.27 4.29 -6.06
C -3.26 -4.90 -0.99
H 1.07 5.03 -2.01
H -0.06 9.60 -3.23
N -1.30 -2.32 6.40
C 0.86 0.64 -0.34
H 2.61 0.39 -1.59
C 4.30 -1.57 5.37
C -6.27 2.93 -4.61
H 0.00 4.68 -5.74
H -1.74 -7.93 6.33
N -1.14 2.53 -5.62
H -0.76 -6.99 -1.43
H 4.10 -4.87 5.22
H -0.45 10.73 -0.80
H 1.51 0.43 0.52
H 4.85 5.51 -2.16
H 1.02 7.37 -2.83
N -4.44 4.06 -4.11
H 5.67 -1.30 3.64
N 0.76 4.02 -5.59
H -2.42 -1.24 4.03
H 0.68 2.53 0.63
C 0.20 2.82 -5.00
C -1.22 -5.28 -0.16
H -4.33 -1.82 0.35
C 0.25 -3.62 5.48
H -7.12 2.54 -5.15
C -5.35 3.81 -5.10
N -2.72 -1.10 3.09
N -2.33 -4.48 -0.08
H -0.29 2.45 -0.82
C 3.76 -2.78 5.91
H -0.89 -10.40 2.88
H -3.23 -6.53 -2.44
H 1.56 -1.03 -1.56
N 1.09 1.70 -5.27
P 3.43 3.99 -3.48
H -1.32 1.53 -5.62
C -3.56 -1.92 2.40
H -2.83 0.44 0.22
C 5.09 -1.91 4.31
C 0.03 2.99 -3.48
C -2.94 -0.22 1.07
H 1.32 -9.04 3.66
O 1.78 2.78 -1.06
Si 1.48 3.67 -2.46
C 4.26 -3.81 5.15
C 0.48 8.84 -0.06
C 0.68 2.17 -0.40
H -4.21 -4.40 -1.08
C 1.57 0.06 -1.57
H -1.66 0.70 2.65
C -5.90 2.63 -3.27
N 0.76 8.00 -2.08
H 0.76 0.91 -4.73
H 0.66 -7.68 5.65
*
```